# 1
ORCA calculation (ωB97M-V/def2-TZVPD) on 2 unconnected molecules or ions with the total composition C5H12NS.

Structure (ORCA input):
```
! wB97M-V def2-TZVPD RIJCOSX def2/J DEFGRID3
* xyz 0 2
C -2.14 2.73 -0.90
C -0.86 3.07 -0.15
S 0.05 1.62 0.38
H -2.78 2.09 -0.30
H -1.90 2.19 -1.82
H -2.70 3.63 -1.17
H -1.07 3.66 0.74
H -0.19 3.68 -0.76
C -0.63 -2.15 0.16
C 0.85 -2.40 0.08
C 1.35 -3.58 -0.30
N 1.64 -1.32 0.43
H -0.89 -1.28 -0.44
H -0.91 -1.93 1.20
H -1.18 -3.03 -0.16
H 2.42 -3.76 -0.35
H 0.69 -4.40 -0.55
H 1.23 -0.40 0.42
H 2.61 -1.37 0.19
*
```

## Properties
HOMO level (alpha / beta)   -7.8 / -7.8 eV
LUMO level (alpha / beta)   0.839 / -2.233 eV
Orbital gap (alpha / beta)   8.65 / 5.57 eV

natural (NBO) population analysis, charges in e, atoms 1 to 8: -0.62, -0.58, 0.09, 0.21, 0.21, 0.21, 0.24, 0.23

# 2
ORCA calculation (ωB97M-V/def2-TZVPD) on a molecular structure, C20H39Br4N4O5V.

Structure (ORCA input):
```
! wB97M-V def2-TZVPD RIJCOSX def2/J DEFGRID3
* xyz 1 2
O 0.71 -4.35 1.50
V -0.13 -3.62 0.37
C 0.95 0.34 -0.20
C 0.51 -1.05 0.09
O -0.59 -1.50 -0.37
O 1.28 -1.85 0.70
H 0.73 0.59 -1.23
H 1.96 0.66 0.05
H 0.24 0.97 0.35
C 1.91 -2.99 -5.05
O 1.80 -3.60 -6.14
N 1.39 -1.80 -4.76
C 1.43 -1.19 -3.46
C 0.62 -1.09 -5.83
H 2.44 -3.45 -4.20
H 1.55 -0.10 -3.46
H 2.15 -1.67 -2.79
H 0.43 -1.27 -3.04
H 0.69 -1.59 -6.80
H -0.42 -1.01 -5.51
H 0.82 -0.04 -6.07
C -2.29 -3.04 3.05
O -1.52 -2.88 2.09
N -1.91 -3.12 4.35
C -2.94 -2.89 5.37
C -0.48 -3.24 4.78
H -3.39 -3.02 3.03
H -2.79 -1.90 5.80
H -2.98 -3.61 6.19
H -3.95 -2.96 4.96
H -0.30 -4.19 5.29
H 0.30 -3.33 4.03
H -0.35 -2.40 5.47
C 3.76 2.54 1.73
C 3.85 1.10 2.21
C 5.31 0.71 2.54
C 5.49 -0.72 2.72
N 5.68 -1.84 2.90
H 4.28 2.67 0.78
H 4.07 3.25 2.49
H 2.71 2.69 1.47
H 3.38 0.51 1.43
H 3.33 1.09 3.17
H 5.65 1.12 3.49
H 6.04 1.02 1.79
C -4.12 1.73 -3.75
C -2.94 1.04 -3.00
C -3.45 -0.09 -2.11
C -4.34 -1.02 -2.80
N -5.03 -1.74 -3.45
H -4.48 2.55 -3.13
H -4.96 1.09 -4.00
H -3.86 2.32 -4.63
H -2.30 1.70 -2.42
H -2.26 0.57 -3.72
H -3.99 0.20 -1.20
H -2.60 -0.62 -1.69
Br -1.35 3.84 -0.12
C -0.19 3.84 -1.72
C -0.36 5.19 -2.54
Br 0.43 6.69 -1.54
H -0.63 3.09 -2.37
H 0.80 3.46 -1.48
H -1.38 5.52 -2.74
H 0.13 5.09 -3.50
Br -2.55 1.65 4.28
C -1.07 1.42 2.88
C 0.06 0.41 3.38
Br 0.68 1.05 5.10
H -0.68 2.42 2.69
H -1.53 0.89 2.05
H 0.93 0.31 2.73
H -0.38 -0.57 3.54
*
```

## Properties
HOMO level (alpha / beta)   -11.7 / -11.7 eV
LUMO level (alpha / beta)   -6.778 / -6.190 eV
Orbital gap (alpha / beta)   4.96 / 5.55 eV

Löwdin population analysis, charges in e, atoms 1 to 8: -0.19, 1.38, 0.03, -0.65, -0.09, -0.01, 0.08, 0.08

Result set for total energy: -17703.2509 -343418.8461 eV, one per record in the order listed.